This record from the Open Molecules 2025 dataset describes a 2-piece molecular cluster, C13H22N2O5 overall. The level of theory is wB97M-V/def2-TZVPD.

Summary:
Energy above the lowest of the compared OMol25 structures with the same formula, charge and spin ... 192.5 kJ/mol
Energy ... -994.2910 Ha
Maximum force ... 3.95 eV/A
Charge ... 0
Gap between HOMO and LUMO ... 8.62 eV
HOMO energy ... -9.013 eV

Each line ends with the natural charge from an NBO analysis.
Geometry (Å):
C1 4.48140 -1.17199 0.13145  -0.4107
N1 3.39511 -1.97150 0.70081  -0.6159
C2 2.08130 -2.01468 0.43077  0.6605
O1 1.41848 -2.80897 1.07822  -0.6401
C3 1.35514 -1.12048 -0.60080  -0.1423
C4 1.14096 -1.84962 -1.93294  -0.3932
C5 2.28265 -1.34878 -2.81414  -0.4121
C6 2.48059 0.09025 -2.33717  -0.2133
N2 2.02065 0.13205 -0.95629  -0.4438
C7 2.15243 1.21870 -0.17138  0.6870
C8 1.53194 1.21829 1.21593  -0.7129
O2 2.77052 2.21428 -0.53119  -0.6368
H1 5.43872 -1.55040 0.49275  0.2123
H2 4.39216 -0.12883 0.43830  0.2066
H3 4.48249 -1.23452 -0.95508  0.1943
H4 3.65864 -2.62699 1.42096  0.4070
H5 0.37672 -0.89686 -0.18636  0.2648
H6 0.18911 -1.53718 -2.36550  0.2151
H7 1.16303 -2.93481 -1.82138  0.2317
H8 2.02062 -1.38806 -3.87182  0.2233
H9 3.18026 -1.93748 -2.62456  0.1980
H10 3.52932 0.38022 -2.41477  0.2131
H11 1.86562 0.76283 -2.93693  0.2014
H12 1.71367 2.18447 1.68463  0.2430
H13 0.45856 1.05865 1.13223  0.2358
H14 1.97956 0.43519 1.82290  0.2249
C9 -4.31808 3.74561 -0.20620  -0.6227
C10 -4.58506 2.74193 0.90884  -0.0721
O3 -3.55257 1.74914 0.86044  -0.4814
C11 -3.80264 0.57422 1.51438  0.6826
O4 -4.72862 0.39752 2.30873  -0.5514
C12 -2.89381 -0.57381 1.23319  0.4833
C13 -3.15999 -1.96387 1.81264  -0.7008
O5 -1.92737 -0.45654 0.47985  -0.4969
H15 -3.33818 4.21298 -0.06895  0.2177
H16 -5.08230 4.52823 -0.20154  0.2181
H17 -4.33648 3.24502 -1.17892  0.2151
H18 -4.58006 3.24661 1.88108  0.1882
H19 -5.57481 2.29489 0.75933  0.1915
H20 -4.11583 -2.34362 1.44272  0.2395
H21 -2.36564 -2.65808 1.52134  0.2490
H22 -3.19819 -1.91400 2.90444  0.2426